[1]
The following is a DFT calculation (ωB97M-V/def2-TZVPD) of a 2-piece molecular cluster, CH3ClFN overall in a non-equilibrium geometry.

Geometry as ORCA input:
```
! wB97M-V def2-TZVPD RIJCOSX def2/J DEFGRID3
* xyz 0 1
C 1.286 -0.171 0.080
N -1.294 0.244 -0.547
F -1.598 1.555 -0.289
Cl -2.317 -0.727 0.383
H 0.661 0.067 0.959
H 1.488 -1.247 0.143
H 1.772 0.278 -0.730
*
```

For the HOMO-LUMO gap, the calculation gives 6.01 eV. The value obtained for the HOMO energy is -8.134 eV. As for the total energy: -17808.32362 eV. For the energy above the lowest of the compared OMol25 structures with the same formula, charge and spin, the calculation gives 133.13 kcal/mol.

***

[2]
The following is a DFT calculation (ωB97M-V/def2-TZVPD) of one molecule with the formula C5H12N2 in a non-equilibrium geometry.

Geometry as ORCA input:
```
! wB97M-V def2-TZVPD RIJCOSX def2/J DEFGRID3
* xyz 0 1
C 1.312 0.909 -0.775
C 1.205 -0.226 0.168
C -0.141 -0.047 0.860
C -1.253 0.179 -0.147
C -1.190 -0.771 -1.395
N -2.494 0.102 0.440
N 2.317 -0.252 1.137
H -0.188 -0.562 -1.757
H 1.906 1.747 -0.416
H 1.602 0.778 -1.821
H 1.134 -1.214 -0.302
H -0.398 -0.815 1.593
H 0.057 0.884 1.410
H -1.332 -1.772 -0.982
H -1.982 -0.579 -2.115
H -1.041 1.216 -0.571
H -3.238 0.606 -0.039
H 2.450 0.734 1.374
H 3.167 -0.374 0.582
*
```

For the HOMO-LUMO gap, the calculation gives 4.84 eV. The value obtained for the HOMO energy is -7.087 eV. As for the total energy: -8353.62546 eV. For the energy above the lowest of the compared OMol25 structures with the same formula, charge and spin, the calculation gives 150.14 kcal/mol.

***

[3]
The following is a DFT calculation (ωB97M-V/def2-TZVPD) of a 5-piece molecular cluster, C18H35N5O2 overall in a non-equilibrium geometry.

Geometry as ORCA input:
```
! wB97M-V def2-TZVPD RIJCOSX def2/J DEFGRID3
* xyz 0 1
C 23.979 -17.071 -18.700
N 23.580 -16.284 -19.891
C 22.866 -15.044 -19.591
C 24.057 -16.622 -21.128
O 23.680 -16.059 -22.254
H 23.236 -17.062 -17.902
H 24.962 -16.810 -18.310
H 23.972 -18.125 -18.976
H 22.265 -14.694 -20.430
H 22.426 -15.301 -18.628
H 23.506 -14.220 -19.276
H 24.737 -17.489 -21.134
C 20.995 -3.838 -21.174
N 21.468 -4.802 -20.137
C 20.612 -4.886 -18.927
C 22.610 -5.494 -20.314
O 23.018 -6.365 -19.575
H 19.992 -4.080 -21.524
H 21.715 -3.951 -21.984
H 21.024 -2.812 -20.806
H 20.743 -5.812 -18.366
H 20.866 -4.062 -18.260
H 19.539 -5.029 -19.061
H 23.159 -5.256 -21.238
C 17.808 -11.694 -18.575
C 16.649 -12.417 -19.261
C 16.816 -13.882 -19.435
C 16.918 -14.656 -18.103
N 17.038 -15.302 -17.105
H 18.592 -11.505 -19.309
H 18.234 -12.190 -17.703
H 17.495 -10.685 -18.304
H 16.448 -11.879 -20.187
H 15.742 -12.262 -18.677
H 17.700 -14.017 -20.058
H 15.959 -14.342 -19.927
C 12.672 -6.381 -24.242
C 12.130 -5.293 -25.236
C 12.814 -4.008 -25.442
C 13.035 -3.113 -24.339
N 13.234 -2.466 -23.391
H 12.044 -7.271 -24.271
H 12.612 -6.058 -23.202
H 13.709 -6.653 -24.438
H 11.049 -5.184 -25.144
H 12.094 -5.793 -26.204
H 12.302 -3.394 -26.183
H 13.755 -4.193 -25.960
C 18.975 -15.858 -9.552
C 18.555 -16.885 -8.484
C 19.445 -16.935 -7.217
C 20.020 -15.638 -6.806
N 20.426 -14.621 -6.439
H 19.817 -16.246 -10.125
H 19.210 -14.901 -9.089
H 18.248 -15.704 -10.350
H 18.614 -17.848 -8.993
H 17.613 -16.576 -8.033
H 20.293 -17.620 -7.215
H 18.807 -17.308 -6.417
*
```

For the HOMO-LUMO gap, the calculation gives 9.85 eV. The value obtained for the HOMO energy is -9.294 eV. As for the total energy: -30776.12673 eV. For the energy above the lowest of the compared OMol25 structures with the same formula, charge and spin, the calculation gives 36.25 kcal/mol. Its SMILES is CN(C)C=O.CN(C)C=O.CCCC#N.CCCC#N.CCCC#N.

***

[4]
The following is a DFT calculation (ωB97M-V/def2-TZVPD) of C4H7O3 as an isolated structure in a non-equilibrium geometry.

Geometry as ORCA input:
```
! wB97M-V def2-TZVPD RIJCOSX def2/J DEFGRID3
* xyz 0 2
O 0.363 1.111 1.649
H -0.517 1.323 0.801
C -1.025 -0.475 -1.995
C -0.617 0.178 -0.709
O -1.095 1.258 -0.141
C 0.446 -0.449 -0.057
C 0.939 -0.026 1.124
O 1.366 -0.828 2.098
H -0.899 -1.561 -1.853
H -2.072 -0.377 -2.329
H -0.309 -0.226 -2.801
H 0.685 -1.475 -0.338
H 0.917 1.886 1.742
H 1.820 -0.338 2.810
*
```

For the HOMO-LUMO gap (spin up / spin down), the calculation gives 6.12 / 9.25 eV. The value obtained for the HOMO energy (spin up / spin down) is -5.827 / -8.997 eV. As for the total energy: -10400.96518 eV. For the energy above the lowest of the compared OMol25 structures with the same formula, charge and spin, the calculation gives 8.92 kcal/mol. Its expectation value of S² is 0.7771.

***

[5]
The following is a DFT calculation (ωB97M-V/def2-TZVPD) of one molecule with the formula C3H5NOS.

Geometry as ORCA input:
```
! wB97M-V def2-TZVPD RIJCOSX def2/J DEFGRID3
* xyz 0 1
C 0.042 -1.265 -0.434
C -1.073 -0.315 -0.702
N -1.503 0.676 -0.025
S -0.700 1.138 1.417
C 0.956 1.510 0.893
O 1.408 1.346 -0.208
H 0.933 -0.976 -1.008
H -0.247 -2.281 -0.718
H 0.349 -1.287 0.624
H -1.672 -0.512 -1.606
H 1.507 1.964 1.768
*
```

For the HOMO-LUMO gap, the calculation gives 9.97 eV. The value obtained for the HOMO energy is -9.232 eV. As for the total energy: -17563.75262 eV. For the energy above the lowest of the compared OMol25 structures with the same formula, charge and spin, the calculation gives 34.93 kcal/mol. Its SMILES is C/C=N\SC=O.

***

[6]
The following is a DFT calculation (ωB97M-V/def2-TZVPD) of a 2-piece molecular cluster, C6H12 overall.

Geometry as ORCA input:
```
! wB97M-V def2-TZVPD RIJCOSX def2/J DEFGRID3
* xyz 0 1
C -1.177 -1.736 0.166
C -1.152 -0.271 0.595
C -1.103 0.696 -0.577
C -0.403 2.002 -0.508
C 0.108 0.929 -1.425
C 2.429 -0.178 0.201
H -2.026 -1.939 -0.496
H -0.263 -2.002 -0.376
H -1.266 -2.396 1.035
H -0.291 -0.085 1.250
H -2.044 -0.037 1.189
H -1.977 0.633 -1.232
H 0.220 2.185 0.370
H -0.783 2.913 -0.967
H 1.844 0.099 -0.685
H 2.644 0.715 0.796
H 3.365 -0.626 -0.140
H 1.875 -0.902 0.804
*
```

For the HOMO-LUMO gap, the calculation gives 8.61 eV. The value obtained for the HOMO energy is -8.830 eV. As for the total energy: -6412.02140 eV. For the energy above the lowest of the compared OMol25 structures with the same formula, charge and spin, the calculation gives 113.44 kcal/mol.